C2AlF6O6S2 | ωB97M-V/def2-TZVPD

```
17
Properties=species:S:1:pos:R:3
Al -0.28 0.42 -0.42
C -0.79 -3.82 -3.32
F 0.19 -4.68 -3.58
F -0.70 -2.87 -4.25
F -2.03 -4.42 -3.49
S -0.59 -3.04 -1.59
O 0.57 -2.19 -1.60
O -1.80 -2.20 -1.29
O -0.38 -4.22 -0.68
C 0.67 4.31 2.73
F 1.88 4.76 3.13
F -0.25 4.56 3.67
F 0.26 4.94 1.65
S 0.81 2.41 2.36
O 1.49 2.34 1.11
O 1.50 1.83 3.48
O -0.53 1.88 2.09
```

Max |F|   0.08463 hartree/bohr
Net charge   +1
HOMO   -14.47 eV
Spin multiplicity   1
Total energy   -58914.74331 eV
Energy above the lowest of the compared OMol25 structures with the same formula, charge and spin   21.4 kcal per mole



C2BiF3NO4S2 | ωB97M-V/def2-TZVPD

```
13
Properties=species:S:1:pos:R:3
Bi 1.21 1.12 0.38
N 2.10 -0.95 0.13
S 3.42 -0.20 -0.75
O 2.95 1.31 -0.44
S -1.41 1.12 1.08
O -0.59 2.15 0.27
O -0.38 -0.03 1.32
C -2.40 0.34 -0.31
F -3.64 0.81 -0.26
F -1.86 0.62 -1.48
F -2.43 -0.97 -0.16
O 1.35 -3.21 0.04
C 1.68 -2.11 0.19
```

Max |F|   0.10839 hartree/bohr
Net charge   +1
HOMO (alpha / beta)   -13.32 / -13.32 eV
Spin multiplicity   1
Total energy   -47404.83923 eV
Energy above the lowest of the compared OMol25 structures with the same formula, charge and spin   0.0 kcal per mole



C2Br2Cl2S | ωB97M-V/def2-TZVPD

```
7
Properties=species:S:1:pos:R:3
C 0.30 0.51 -0.23
C 0.29 -1.50 0.46
S -1.21 1.02 -0.64
Cl 1.83 -2.13 0.20
Cl -1.61 2.85 0.23
Br 1.57 1.56 0.49
Br -1.17 -2.31 -0.51
```

Max |F|   0.05500 hartree/bohr
HOMO (alpha / beta)   -8.64 / -8.32 eV
Spin multiplicity   1
Total energy   -178034.11563 eV
Energy above the lowest of the compared OMol25 structures with the same formula, charge and spin   85.1 kcal per mole



Copy entry 2 word for word.
C2BiF3NO4S2 | ωB97M-V/def2-TZVPD

```
13
Properties=species:S:1:pos:R:3
Bi 1.21 1.12 0.38
N 2.10 -0.95 0.13
S 3.42 -0.20 -0.75
O 2.95 1.31 -0.44
S -1.41 1.12 1.08
O -0.59 2.15 0.27
O -0.38 -0.03 1.32
C -2.40 0.34 -0.31
F -3.64 0.81 -0.26
F -1.86 0.62 -1.48
F -2.43 -0.97 -0.16
O 1.35 -3.21 0.04
C 1.68 -2.11 0.19
```

Max |F|   0.10839 hartree/bohr
Net charge   +1
HOMO (alpha / beta)   -13.32 / -13.32 eV
Spin multiplicity   1
Total energy   -47404.83923 eV
Energy above the lowest of the compared OMol25 structures with the same formula, charge and spin   0.0 kcal per mole